{"formula": "C18H12N5O4PdSe", "method": "ωB97M-V/def2-TZVPD", "homo_lumo_gap_ev": [7.267, 7.219], "de_lowest_ev": 1.685, "spin_multiplicity": 1, "total_charge": -1, "species": ["Pd", "C", "C", "C", "C", "N", "C", "N", "C", "N", "C", "N", "C", "C", "C", "C", "C", "N", "C", "C", "C", "C", "C", "C", "H", "H", "H", "H", "H", "H", "H", "H", "H", "H", "H", "H", "O", "Se", "O", "O", "O"], "coordinates": [[-0.319085, 1.300718, 0.398452], [-4.110349, 0.797951, 2.260286], [-4.787146, 0.108501, 1.258386], [-4.072713, -0.698173, 0.401103], [-2.686181, -0.783475, 0.550577], [-2.032369, -0.134531, 1.512413], [-2.742387, 0.640544, 2.338265], [-2.009447, -1.642465, -0.334637], [-0.775890, -1.484587, -0.631394], [0.130149, -0.491444, -0.326112], [1.382491, -0.843988, -0.737245], [2.530850, -0.294967, -0.555436], [2.707426, 0.795991, 0.301674], [3.907655, 1.503238, 0.164412], [4.169121, 2.554522, 1.010890], [3.245096, 2.875195, 2.002941], [2.091858, 2.126768, 2.072463], [1.817067, 1.103684, 1.250617], [1.273000, -2.134718, -1.480872], [2.229952, -2.899542, -2.115935], [1.802203, -4.082854, -2.711611], [0.464639, -4.477060, -2.648072], [-0.484803, -3.701408, -1.989427], [-0.047182, -2.522377, -1.419978], [-4.619211, 1.459653, 2.946601], [-5.859742, 0.210149, 1.146210], [-4.541595, -1.255829, -0.396834], [-2.169994, 1.184077, 3.080531], [4.584434, 1.202399, -0.621670], [5.080150, 3.129692, 0.898090], [3.389419, 3.700972, 2.684579], [1.325265, 2.365948, 2.798263], [3.263393, -2.581032, -2.147739], [2.516544, -4.709545, -3.231477], [0.160707, -5.404062, -3.119146], [-1.524234, -3.994329, -1.924087], [-1.740013, 4.952138, -1.044785], [-1.086261, 3.536544, -0.612340], [-1.991764, 2.155157, -0.952373], [0.435183, 3.169759, -1.144408], [-0.906236, 3.262786, 1.068824]], "atomic_forces_ev_per_a": [[0.14, -0.13, 1.13], [0.01, -0.04, -0.06], [0.00, 0.01, 0.02], [-0.05, 0.03, 0.07], [0.19, -0.29, -0.49], [-0.17, 0.12, 0.12], [0.03, 0.03, 0.01], [-0.19, 0.37, 0.36], [0.23, -0.30, -0.18], [-0.12, 0.18, -0.17], [-0.05, -0.46, -0.13], [0.01, 0.51, 0.30], [-0.04, -0.58, -0.47], [0.00, 0.04, 0.13], [0.02, 0.01, -0.02], [-0.03, -0.08, -0.01], [-0.05, 0.05, 0.07], [-0.46, 0.56, -0.19], [0.16, 0.29, 0.14], [-0.05, -0.10, -0.07], [-0.01, 0.04, 0.03], [-0.02, 0.00, 0.00], [0.10, -0.01, -0.04], [-0.27, 0.07, 0.12], [-0.03, -0.01, -0.01], [0.01, 0.00, 0.00], [0.00, 0.01, 0.00], [0.02, -0.01, 0.02], [0.01, 0.02, 0.00], [-0.01, 0.00, 0.01], [0.04, 0.00, -0.02], [-0.04, -0.01, -0.03], [-0.01, 0.01, 0.01], [-0.01, -0.01, 0.00], [0.02, 0.00, -0.01], [0.01, 0.00, 0.01], [0.23, -0.55, 0.31], [0.33, -0.54, -0.22], [0.23, 0.41, 0.05], [-0.44, 0.87, -0.33], [0.27, -0.55, -0.48]], "lowdin_charge": [0.95, -0.07, -0.07, -0.02, -0.34, 0.07, -0.15, 0.17, -0.28, 0.01, -0.29, 0.16, -0.32, -0.02, -0.07, -0.07, -0.14, 0.06, -0.10, -0.02, -0.09, -0.09, -0.02, -0.10, 0.10, 0.10, 0.11, 0.10, 0.11, 0.10, 0.10, 0.11, 0.11, 0.09, 0.09, 0.11, -0.48, 0.76, -0.54, -0.54, -0.57]}